The following is a DFT calculation (ωB97M-V with the def2-TZVPD basis set) of 2 unconnected molecules or ions with the total composition C6H16O in a non-equilibrium geometry.

Geometry as XYZ:
```
23
Properties=species:S:1:pos:R:3:forces:R:3:lowdin_charge:R:1
C 0.165472 2.592676 0.016840 0.7 -0.5 0.7 -0.116
C -0.899326 1.455095 0.021093 0.6 1.9 0.5 -0.248
C -0.474688 0.257973 0.886054 0.1 0.1 -1.1 -0.197
C 0.970647 -0.234054 0.712008 0.2 0.3 1.9 -0.257
C 1.487366 -0.702822 -0.614867 0.0 -1.0 -1.1 -0.254
C 1.618671 0.265477 -1.807083 -0.1 -0.1 0.5 -0.096
H 0.383722 3.036147 -0.951322 -0.2 0.1 0.0 0.067
H 1.093593 2.171717 0.397230 0.3 0.0 -0.5 0.044
H 0.008596 3.372326 0.766851 -0.6 0.1 -0.3 0.068
H -1.166358 1.223694 -0.996934 0.0 -0.5 -0.3 0.086
H -1.760340 1.976859 0.449622 -0.4 -0.7 0.0 0.096
H -1.152734 -0.553491 0.605546 -0.1 -0.1 0.7 0.096
H -0.556449 0.582850 1.924878 -0.4 -0.4 0.1 0.113
H 1.618633 0.471147 1.235855 0.3 0.8 -0.8 0.096
H 1.160858 -0.985466 1.499286 -0.6 -0.7 -0.6 0.109
H 0.883792 -1.547253 -0.984064 -0.2 0.2 0.3 0.103
H 2.459233 -1.179602 -0.466882 0.1 0.1 0.1 0.102
H 2.545434 0.828830 -1.691512 -0.2 0.3 -0.2 0.075
H 1.656505 -0.284800 -2.748826 0.2 -0.1 0.1 0.069
H 0.752191 0.918156 -1.889462 0.2 0.2 0.0 0.042
O -2.623436 -3.150691 0.780419 0.5 -0.2 -0.3 -0.059
H -2.327839 -3.320058 -0.121234 -0.4 0.1 -0.2 0.032
H -1.830009 -3.425958 1.249072 -0.1 0.1 0.5 0.030
```
Forces are in eV/Å.

* E: -8528.3553 eV
* HOMO-LUMO gap: 11.297 eV
* HOMO level: -10.55 eV
* 2S+1: 1
* energy above the lowest of the compared OMol25 structures with the same formula, charge and spin: 0.878 eV



The following is a DFT calculation (ωB97M-V with the def2-TZVPD basis set) of 9 unconnected molecules or ions with the total composition C24H72F18N6O6P3 in a non-equilibrium geometry.

Geometry as XYZ:
```
129
Properties=species:S:1:pos:R:3:forces:R:3:lowdin_charge:R:1
C 19.621123 -1.639219 7.166730 0.4 0.0 -0.2 -0.013
C 21.053514 -1.052695 7.085435 -0.4 -0.2 -1.2 -0.233
C 21.881390 -1.315474 8.331160 -0.3 -1.4 -0.1 -0.209
O 22.113184 -0.130092 8.970801 0.4 1.6 1.2 -0.185
C 22.853795 -0.296272 10.171059 0.5 0.7 0.1 -0.068
N 21.791383 -1.595498 5.837816 -1.0 0.9 0.1 0.233
H 21.717138 -2.599360 5.755025 0.1 -1.2 0.0 0.087
H 21.322053 -1.138702 5.068946 -0.6 -0.3 -0.5 0.142
H 22.728396 -1.242461 5.705649 0.8 -0.2 0.8 0.112
H 19.717916 -2.694536 7.421782 -0.4 -0.1 -0.3 0.087
H 19.010613 -1.460798 6.281557 0.5 -0.4 -0.5 0.091
H 18.962599 -1.169351 7.897253 0.7 0.2 0.6 0.097
H 20.998752 -0.031003 6.709609 0.1 0.5 1.3 0.126
H 22.819061 -1.849414 8.176974 0.3 0.0 -0.8 0.127
H 21.364384 -2.022712 8.979718 -0.5 0.0 0.1 0.144
H 23.713421 -0.951644 10.030963 -0.1 -0.4 -0.1 0.097
H 22.281246 -0.588752 11.051250 -0.4 -0.4 -0.3 0.105
H 23.278778 0.672598 10.433332 -0.1 0.2 -0.1 0.066
C 23.461074 2.526350 8.140185 -0.7 0.5 0.3 -0.040
C 22.060256 3.178143 8.411863 0.1 -1.1 -2.2 -0.241
C 21.881949 4.176028 9.511075 -1.4 0.7 0.7 -0.151
O 20.567793 4.846824 9.517489 1.3 -1.0 0.1 -0.171
C 20.293268 5.295119 10.846095 -0.2 1.0 1.2 -0.104
N 21.656503 3.859916 7.071257 0.4 0.0 0.9 0.247
H 22.322045 4.566471 6.792072 0.3 0.5 0.1 0.159
H 21.637189 3.226981 6.284423 -0.2 -0.7 -0.4 0.117
H 20.759458 4.305357 7.201619 -0.6 0.2 0.0 0.160
H 24.126630 3.255606 7.678315 0.1 0.0 0.1 0.061
H 23.366522 1.672941 7.468716 -0.2 0.2 -0.1 0.067
H 23.936176 2.111199 9.029021 -0.3 0.3 0.1 0.063
H 21.355726 2.346694 8.432644 -0.2 0.1 0.6 0.146
H 22.637891 4.957922 9.438296 0.3 0.0 0.3 0.140
H 21.889966 3.625170 10.451605 0.7 0.0 0.1 0.135
H 20.989740 6.023392 11.261601 0.6 0.3 -0.7 0.091
H 20.306576 4.563405 11.653877 -0.1 -1.0 -0.6 0.092
H 19.344584 5.821136 10.952917 -0.2 -0.3 -0.8 0.102
C 26.784310 2.753867 6.122968 0.1 1.3 -0.9 -0.012
C 27.385347 3.295888 4.783060 0.7 -1.2 0.4 -0.261
C 27.601020 2.108378 3.833732 -0.9 0.9 -0.8 -0.174
O 28.203645 2.540966 2.580283 -0.2 -1.2 1.7 -0.148
C 29.602651 2.580004 2.811077 0.8 0.5 0.0 -0.104
N 26.549630 4.329381 4.019076 0.2 0.0 2.3 0.263
H 27.011080 4.726048 3.212965 0.1 -0.5 -0.8 0.173
H 25.589387 4.050193 3.877322 -0.5 -0.5 -0.7 0.144
H 26.524126 5.081908 4.692245 -0.4 0.7 0.1 0.163
H 25.809691 2.310455 5.918982 0.1 -0.1 0.4 0.065
H 26.769380 3.534603 6.883430 -0.6 0.3 -0.1 0.078
H 27.478393 2.053251 6.587173 -0.1 -0.4 -0.6 0.068
H 28.258840 3.896544 5.036679 0.4 -0.4 -0.2 0.144
H 26.593464 1.726898 3.668154 -0.2 0.2 -0.7 0.113
H 28.046894 1.229539 4.299498 0.8 0.3 0.1 0.117
H 30.188426 2.564059 1.891993 -0.4 0.1 -0.2 0.101
H 29.964448 1.766608 3.440031 -0.2 -0.4 -0.1 0.070
H 29.874008 3.478518 3.365275 0.1 0.3 -0.1 0.086
C 24.616030 -3.225078 3.468990 0.2 -0.8 -2.0 -0.034
C 24.850370 -2.105418 2.417079 0.5 0.0 -0.1 -0.205
C 26.329310 -2.053012 1.826024 0.4 -1.2 0.2 -0.196
O 26.581082 -1.301190 0.669533 0.0 0.4 -0.9 -0.183
C 27.965712 -1.366367 0.166149 -0.4 0.3 1.4 -0.035
N 23.777680 -2.184850 1.245036 1.5 0.6 1.0 0.260
H 23.988971 -1.398471 0.647485 0.1 0.4 -0.5 0.152
H 23.822607 -3.013998 0.670076 0.2 -0.6 0.0 0.168
H 22.822233 -2.066106 1.550183 -0.3 0.0 0.5 0.163
H 24.487192 -4.169009 2.939375 0.2 -0.2 -0.4 0.086
H 23.657783 -3.216276 3.988390 0.4 0.7 0.5 0.063
H 25.504730 -3.434860 4.064225 -0.3 0.6 0.4 0.082
H 24.676248 -1.151608 2.915120 -0.3 0.2 -0.4 0.109
H 26.737933 -3.040779 1.612890 -0.6 -0.8 0.0 0.122
H 26.986833 -1.748337 2.640221 -0.3 0.6 0.5 0.106
H 28.630773 -0.911147 0.900026 -0.1 0.6 0.1 0.061
H 28.053734 -0.831187 -0.779331 -0.4 -0.2 0.2 0.103
H 28.413404 -2.359639 0.133173 -0.8 -0.5 -0.5 0.087
C 29.088094 -0.556002 9.551473 0.1 0.0 -0.7 -0.028
C 28.944665 0.945904 9.190573 -0.5 -1.1 0.4 -0.262
C 27.506404 1.413283 9.501182 1.0 -0.4 0.7 -0.190
O 27.507994 2.805186 9.520273 0.5 0.2 -0.4 -0.179
C 26.347646 3.451829 9.948529 -0.6 0.9 1.4 -0.095
N 30.016174 1.731201 9.977839 -0.2 -0.9 -1.0 0.246
H 29.812692 1.805526 10.964327 -0.3 0.7 0.4 0.177
H 30.900832 1.245954 9.933053 0.3 -0.9 0.0 0.163
H 30.257209 2.569976 9.469440 -0.6 1.1 0.6 0.166
H 29.959118 -0.981604 9.053203 0.0 0.0 0.0 0.082
H 28.217804 -1.125283 9.224945 0.0 0.3 -0.4 0.071
H 29.165195 -0.841733 10.600524 0.1 0.8 0.3 0.100
H 29.204026 1.161951 8.154162 0.0 -0.3 0.0 0.135
H 27.308315 0.979988 10.481550 -0.4 0.2 0.5 0.141
H 26.764831 0.973680 8.834164 0.3 -0.1 -0.4 0.115
H 26.655058 4.357446 10.471451 0.1 0.4 -0.6 0.103
H 25.817562 2.970065 10.770119 0.0 -0.9 -0.1 0.100
H 25.609990 3.681306 9.179561 0.4 -0.1 -0.3 0.058
C 30.122535 -2.931386 5.952210 -0.3 0.0 0.5 -0.045
C 29.860117 -2.882022 4.439870 1.0 0.3 0.6 -0.264
C 30.701938 -1.762518 3.800875 0.5 -0.3 -2.0 -0.144
O 30.756214 -1.858582 2.345091 -0.6 -1.8 1.3 -0.225
C 31.595345 -0.912795 1.710601 0.0 0.3 0.5 -0.079
N 30.380839 -4.221389 3.908740 -0.5 0.5 -0.2 0.249
H 30.068717 -4.399819 2.964897 -0.2 -0.1 -0.5 0.168
H 31.388851 -4.277229 3.878667 0.6 0.4 0.0 0.172
H 30.101377 -4.988814 4.502926 -0.5 -0.4 0.3 0.172
H 29.888163 -1.981626 6.432958 0.2 0.1 -0.2 0.077
H 31.131626 -3.245170 6.219364 0.4 0.4 -0.4 0.096
H 29.518732 -3.641781 6.516881 -0.5 -0.1 -0.5 0.096
H 28.797255 -2.774252 4.223503 0.1 -0.4 -0.1 0.134
H 31.734285 -1.895162 4.124563 0.1 0.3 0.5 0.133
H 30.333419 -0.761757 4.026166 -0.1 -0.1 0.6 0.126
H 30.989137 -0.006921 1.708592 0.5 0.4 -0.6 0.076
H 31.924349 -1.284337 0.740136 -0.7 0.1 -0.1 0.107
H 32.534407 -0.749473 2.239345 0.0 0.1 0.4 0.095
P 22.921936 1.833948 3.840725 -0.4 1.6 -1.5 0.183
F 22.294680 1.118908 2.582547 0.3 -1.3 -0.3 -0.120
F 24.291070 2.182579 2.894534 -1.3 0.3 1.5 -0.193
F 22.031085 3.144618 3.401426 1.9 0.4 0.2 -0.159
F 23.544690 2.647289 5.123556 0.4 0.8 -0.4 -0.191
F 21.654907 1.476918 4.731641 -1.1 -0.9 1.4 -0.151
F 23.643804 0.531813 4.418411 0.4 -0.7 -0.4 -0.151
P 26.250623 -1.212305 6.506776 -1.7 -0.9 0.6 0.342
F 24.903053 -2.172082 6.317806 1.0 2.0 0.2 -0.170
F 26.342512 -1.656277 8.105897 -0.2 -0.3 -1.4 -0.179
F 27.099847 -2.524724 5.955120 0.1 1.3 0.6 -0.173
F 27.588820 -0.358673 6.804000 1.0 0.0 -0.9 -0.176
F 26.168732 -0.623931 4.948574 0.2 -0.7 1.3 -0.181
F 25.409427 0.140173 6.999816 -0.2 -1.2 -0.5 -0.193
P 21.878509 -5.472640 6.035053 -0.9 -1.4 0.7 0.291
F 22.924215 -4.296765 6.554857 0.1 -0.5 0.0 -0.210
F 22.570283 -5.273863 4.546995 -0.9 0.1 0.3 -0.196
F 22.867298 -6.728438 6.275240 -0.1 1.2 0.2 -0.145
F 20.721669 -6.500831 5.502101 1.1 1.3 0.1 -0.151
F 21.310166 -5.570241 7.582982 0.4 0.2 -1.5 -0.175
F 20.814882 -4.190733 5.732037 0.5 -0.3 -0.2 -0.226
```
Forces are in eV/Å.

* E: -124053.2313 eV
* HOMO-LUMO gap: 8.994 eV
* net charge: +3
* HOMO level: -15.77 eV
* 2S+1: 1
* energy above the lowest of the compared OMol25 structures with the same formula, charge and spin: 4.069 eV



E of number 2 (C24H72F18N6O6P3)?
-124053.2313 eV



HOMO level of number 1 (C6H16O)?
-10.55 eV



HOMO level of number 1 (C6H16O)?
-10.55 eV



HOMO level of number 2 (C24H72F18N6O6P3)?
-15.77 eV